C2H6N2S2 in the gas phase, computed with ωB97M-V/def2-TZVPD.

```
! RIJCOSX wB97M-V def2-TZVPD def2/J DEFGRID3
* xyz 0 1
C 2.09697 -0.85998 0.04176
C 0.60045 -0.39534 0.20712
N -0.94979 1.28645 -0.29885
N 0.20938 0.66124 -0.37172
S -2.37458 0.61796 0.55028
S -3.12238 -1.07640 -0.05370
H 2.63601 -0.39796 -0.80155
H 2.28142 -1.86124 -0.06996
H 2.50081 -0.65513 0.97117
H 0.13534 -1.00574 0.97335
H -1.07384 2.13305 -0.89646
H -2.93980 1.55308 -0.25143
*
```

## Properties
electronic energy	-985.56843	hartree
orbital gap	8.7	eV
energy relative to the best compared isomer or geometry (same formula, charge and spin)	3.131	eV
LUMO level	-0.01	eV
highest occupied orbital energy	-8.664	eV